No. 1
This record from the Open Molecules 2025 dataset describes an isolated molecule of C4H7NO. The level of theory is wB97M-V/def2-TZVPD.

Summary:
SMILES = CCOCC#N
total energy = -286.5689 a.u.
ΔE to the lowest compared entry with this formula, charge and spin = 39.4 kcal per mole

```
13
Properties=species:S:1:pos:R:3:forces:R:3:nbo_charge:R:1
C -1.35193 -0.85114 0.04430 0.027 -0.047 0.060 -0.65
C -0.78848 0.38263 -0.65077 -0.140 -0.155 -0.183 -0.07
O -0.07429 1.21764 0.25715 -0.052 0.016 0.041 -0.52
C 1.26506 0.90900 0.53776 0.186 0.005 0.089 -0.16
C 1.71611 -0.45224 0.17186 0.391 -0.855 -0.295 0.24
N 2.11252 -1.49230 -0.14383 -0.399 1.055 0.357 -0.31
H -1.83744 -0.55564 0.98011 0.019 -0.008 -0.156 0.21
H -2.09702 -1.35638 -0.58360 0.215 0.120 0.066 0.22
H -0.55328 -1.56159 0.27990 -0.249 0.058 -0.041 0.22
H -1.59588 1.01195 -1.03735 0.143 -0.076 0.074 0.19
H -0.14445 0.10409 -1.49633 -0.118 0.028 0.083 0.18
H 1.40365 1.03918 1.61603 0.120 -0.065 -0.130 0.23
H 1.94544 1.60481 0.02476 -0.144 -0.076 0.035 0.21
```
Forces are in eV/Å.


No. 2
This record from the Open Molecules 2025 dataset describes a cluster of 39 separate species, C10H90NO42 in total. The level of theory is wB97M-V/def2-TZVPD.

Summary:
total charge = -1
total energy = -3649.5713 a.u.

```
143
Properties=species:S:1:pos:R:3:forces:R:3:mulliken_charge:R:1
C 1.47581 -1.34765 1.92352 0.874 2.963 -9.242 -0.43
C 1.69039 -0.82455 0.61229 -2.782 -3.438 7.785 0.00
N 1.54060 -0.22545 -0.76794 -0.621 0.909 4.083 0.16
C 0.17631 -0.46035 -1.37371 -1.278 -1.629 -1.369 0.32
C -0.57982 -1.83146 -0.89005 -1.094 -0.300 -1.317 -0.20
C -2.03767 -1.85621 -1.71003 -0.437 1.189 0.376 -0.50
C -3.22763 -1.57909 -0.57061 3.459 -1.150 0.459 -0.19
O -4.53176 -1.23906 -1.15977 -0.723 2.819 3.848 -0.14
C -5.19018 -0.34260 -0.17671 -1.028 0.243 4.058 0.42
C -6.04176 0.98813 -0.72292 -0.294 -0.979 -0.356 -0.53
O -5.18480 -0.51197 1.15212 0.562 0.233 -7.692 -0.52
C 1.66132 1.29423 -0.52779 1.320 0.747 0.114 0.18
C 2.17131 2.08546 -1.88430 1.203 1.745 -3.381 0.00
O 2.28812 3.43188 -1.77065 -0.303 -6.268 -0.341 -0.52
O 2.51298 1.33179 -3.12500 -1.922 3.710 6.041 -0.66
H 1.25107 -2.02512 2.88042 1.152 1.853 -2.459 0.39
H -0.58563 0.41902 -1.24940 1.594 -1.373 0.090 0.14
H 0.34882 -0.57478 -2.54939 -0.374 0.345 2.907 -0.61
H -0.86826 -1.86864 0.24608 1.116 0.052 -2.098 0.14
H -0.01234 -2.80263 -1.26462 -0.908 2.168 1.209 0.22
H -2.04926 -0.91990 -2.45015 -0.081 -2.236 1.383 0.15
H -2.20548 -2.87004 -2.27709 0.237 2.111 1.096 0.36
H -2.78909 -0.70501 0.11274 -1.264 -1.775 -1.561 0.22
H -3.23764 -2.55920 0.09807 -0.490 2.067 -1.333 0.11
H -6.53295 0.72501 -1.77394 1.123 0.582 2.255 0.23
H -6.89447 1.19629 0.08263 2.054 -0.582 -1.818 0.21
H -5.35268 1.95314 -0.80559 -1.386 -2.618 0.075 0.16
H 0.66721 1.74985 -0.06231 2.002 -0.824 -1.333 0.29
H 2.50004 1.49802 0.29651 -1.747 -0.571 -1.914 -0.19
O 4.05874 3.07451 1.60676 0.122 -0.007 -0.207 -0.63
H 4.00027 3.20568 0.64841 -0.070 -0.098 0.329 0.25
H 4.85757 3.56052 1.86106 -0.032 0.160 -0.184 0.36
O -5.41457 -4.13951 0.83549 -0.016 0.284 0.187 -0.63
H -5.50025 -3.21053 0.57336 0.086 -0.164 0.023 0.23
H -4.96860 -4.09989 1.69487 -0.169 -0.012 -0.179 0.34
O -7.07940 0.46187 3.57490 -0.258 -0.117 -0.054 -0.66
H -7.74491 -0.24240 3.58780 0.385 -0.056 -0.033 0.37
H -6.45910 0.18490 2.88388 -0.013 0.052 -0.048 0.33
O 2.20178 -3.48263 4.06365 0.300 0.163 0.259 -0.49
H 1.66830 -3.98862 4.69487 -0.018 -0.158 -0.405 0.21
H 2.89518 -3.08360 4.61043 -0.270 0.017 0.003 0.29
O 3.77015 -4.91804 6.22626 -0.104 -0.414 -0.023 -0.65
H 3.10464 -5.62230 6.23916 0.192 0.268 0.009 0.31
H 4.39046 -5.19500 5.53524 -0.001 0.186 -0.040 0.34
O 0.75562 -1.99992 -4.19770 0.239 -0.164 -0.511 -0.58
H 1.02233 -2.75552 -4.74267 -0.125 0.260 0.203 0.26
H 1.38731 -1.30490 -4.43625 -0.047 -0.079 0.236 0.28
O -3.16300 2.20190 -0.51016 0.324 -0.060 0.120 -0.67
H -3.49453 1.64169 0.20769 0.125 0.352 -0.080 0.32
H -2.77721 2.96417 -0.05288 0.098 -0.354 -0.177 0.29
O 0.30541 5.02283 0.24009 -0.071 0.591 -0.088 -0.60
H 1.06161 4.92789 -0.35840 -0.056 -0.451 -0.073 0.33
H -0.00177 5.92903 0.08696 0.104 -0.369 0.062 0.27
O 0.16496 -5.39978 3.98879 -0.325 0.114 -0.177 -0.63
H 0.13984 -5.09856 3.06809 0.199 -0.104 0.215 0.29
H -0.73954 -5.25777 4.30612 0.002 -0.033 0.161 0.35
O -7.09822 -2.52174 4.13964 -0.164 -0.024 0.340 -0.57
H -7.63170 -3.02773 4.77086 0.256 0.127 -0.230 0.27
H -6.40482 -2.12271 4.68642 -0.137 -0.137 -0.173 0.31
O -8.79170 -4.64956 1.38563 0.193 0.167 -0.208 -0.64
H -8.85017 -4.51839 0.42728 0.027 -0.084 0.345 0.33
H -7.99287 -4.16355 1.63993 -0.110 -0.004 -0.082 0.31
O -6.34030 -6.12264 2.72424 -0.314 -0.082 0.111 -0.60
H -6.36542 -5.82142 1.80353 -0.009 -0.032 0.140 0.33
H -7.24480 -5.98063 3.04157 0.306 0.004 -0.227 0.30
O -6.47027 -1.19776 -4.25751 -0.024 0.426 0.257 -0.67
H -6.55595 -0.26878 -4.51964 0.082 -0.352 0.036 0.32
H -6.02430 -1.15814 -3.39813 0.036 -0.097 -0.246 0.34
O 1.46537 3.49620 -4.94685 -0.056 0.418 -0.377 -0.59
H 1.92019 4.30720 -4.67395 -0.175 -0.177 0.250 0.33
H 1.86392 2.80721 -4.39418 0.320 -0.294 0.328 0.30
O 6.40015 5.10448 1.79860 0.247 0.262 -0.040 -0.61
H 7.15636 5.00954 1.20010 -0.427 -0.130 0.072 0.27
H 6.09298 6.01067 1.64547 0.038 -0.145 -0.006 0.30
O -2.66502 -4.69025 5.21582 -0.099 0.187 -0.373 -0.64
H -3.42982 -5.05122 5.68892 0.017 -0.019 0.032 0.34
H -3.05567 -4.08925 4.56376 0.139 -0.174 0.295 0.29
O 1.33258 -0.26371 4.67922 -0.028 0.399 0.441 -0.58
H 1.66962 0.46891 4.14188 0.040 -0.277 -0.007 0.30
H 1.34728 0.08357 5.58376 0.038 -0.136 -0.333 0.25
O 4.83498 -2.76250 2.50627 -0.193 0.073 0.107 -0.64
H 4.07018 -3.12348 2.97938 0.279 0.069 -0.251 0.35
H 4.44433 -2.16150 1.85421 0.069 -0.094 0.202 0.29
O 2.82973 6.31271 -3.90427 0.174 0.459 0.084 -0.57
H 2.74405 7.24169 -4.16640 -0.054 -0.281 0.149 0.30
H 3.27570 6.35233 -3.04489 -0.201 -0.237 -0.260 0.27
O 2.53258 -4.40927 0.96893 -0.007 0.058 -0.038 -0.66
H 2.86962 -3.67665 0.43159 -0.143 -0.100 0.215 0.38
H 2.54728 -4.06200 1.87346 -0.075 -0.113 -0.195 0.20
O -5.32601 -3.96032 6.90342 -0.279 0.098 0.411 -0.59
H -5.08013 -3.40874 7.66129 0.019 -0.165 -0.287 0.29
H -5.94438 -4.60695 7.27556 0.294 0.091 -0.209 0.30
O 6.43258 -4.61284 4.81965 0.143 0.287 0.366 -0.66
H 6.76962 -3.88022 4.28231 -0.339 -0.204 -0.074 0.32
H 6.44728 -4.26556 5.72418 0.012 -0.103 -0.259 0.33
O 5.94292 3.70380 -0.99998 -0.138 -0.208 -0.125 -0.62
H 4.99648 3.91115 -1.01763 0.173 -0.035 -0.249 0.27
H 6.01008 2.87485 -1.49731 -0.121 0.268 0.134 0.33
O -4.23510 -7.04061 5.98807 0.027 -0.439 -0.197 -0.62
H -4.90061 -7.74487 6.00097 0.012 0.241 0.036 0.28
H -3.61480 -7.31758 5.29706 -0.144 0.183 0.186 0.31
O 6.40015 8.17279 0.56208 0.119 0.343 -0.238 -0.61
H 7.15636 8.07785 -0.03641 -0.025 -0.069 0.154 0.33
H 6.09298 9.07898 0.40895 0.022 -0.389 0.115 0.29
O 2.03174 5.13643 -7.81383 0.062 0.240 0.327 -0.66
H 1.70021 4.57622 -7.09597 0.087 -0.124 -0.055 0.36
H 2.41753 5.89870 -7.35655 -0.145 -0.184 -0.194 0.30
O 3.40015 8.02589 -7.48279 0.285 0.444 -0.179 -0.68
H 4.15636 7.93095 -8.08128 -0.223 -0.156 0.216 0.31
H 3.09298 8.93208 -7.63592 -0.127 -0.319 -0.075 0.34
O 3.80051 0.70928 -5.70617 0.440 -0.047 -0.273 -0.55
H 3.26489 0.70028 -4.89865 0.017 0.281 0.302 0.34
H 4.48408 1.37208 -5.52608 -0.438 -0.215 0.050 0.29
O -9.69352 2.17282 3.80948 0.140 -0.095 -0.144 -0.65
H -9.29299 2.43332 2.96641 -0.057 -0.166 0.365 0.33
H -9.06400 1.53658 4.18083 -0.020 0.342 -0.231 0.32
O -5.21077 3.23908 0.90459 -0.063 0.834 0.667 -0.52
H -4.87373 3.97170 0.36725 -0.078 -0.278 0.086 0.30
H -5.19607 3.58636 1.80913 -0.096 -0.144 -0.208 0.26
O 4.82155 -4.26211 -1.01840 0.056 -0.420 -0.419 -0.59
H 4.15604 -4.96637 -1.00550 0.150 0.217 0.212 0.30
H 5.44185 -4.53908 -1.70942 -0.218 0.206 0.246 0.27
O 3.00701 9.58756 -5.06031 0.250 0.145 -0.167 -0.65
H 3.27372 8.83196 -5.60529 0.051 0.049 -0.033 0.38
H 3.63870 10.28258 -5.29887 -0.213 -0.263 0.211 0.30
O -0.89299 1.33156 -3.79071 0.028 -0.110 -0.393 -0.55
H -0.62628 0.57596 -4.33569 -0.053 0.252 0.205 0.29
H -0.26130 2.02658 -4.02927 -0.031 -0.013 0.070 0.24
O 5.05716 -0.37141 -8.67953 0.259 0.119 0.187 -0.63
H 4.52154 -0.38041 -7.87201 0.001 0.107 -0.042 0.33
H 5.74072 0.29139 -8.49944 -0.307 -0.259 -0.090 0.29
O -7.18365 -8.83176 5.62790 -0.322 0.225 -0.199 -0.64
H -7.20877 -8.53053 4.70720 0.106 -0.076 0.199 0.33
H -8.08815 -8.68974 5.94523 0.356 -0.076 -0.052 0.31
O 9.61105 8.00064 -0.54478 0.255 0.157 0.305 -0.64
H 9.98422 8.86689 -0.32248 -0.152 -0.284 -0.098 0.32
H 10.12416 7.37970 -0.00614 -0.230 0.141 -0.196 0.32
O 4.93064 -2.43189 -11.10430 -0.131 -0.270 0.285 -0.64
H 5.17652 -1.88032 -10.34643 -0.147 0.086 -0.038 0.34
H 4.31227 -3.07852 -10.73216 0.244 0.289 -0.159 0.31
O 4.55969 1.36999 3.86634 0.437 0.053 0.129 -0.60
H 4.50122 1.50115 2.90799 -0.208 0.156 0.064 0.34
H 5.35852 1.85599 4.12064 -0.347 -0.198 -0.094 0.27
```
Forces are in eV/Å.